Entry 1:
{
  "formula": "C22H27OTc",
  "method": "the ωB97M-V functional and the def2-TZVPD basis",
  "orbital_gap_ev": [4.11, 5.81],
  "spin_multiplicity": 4,
  "e_lumo_ev": [3.023, 2.987],
  "s2": 3.79,
  "charge": -1,
  "elements": ["C", "C", "C", "C", "H", "H", "H", "C", "C", "Tc", "C", "H", "C", "C", "H", "H", "C", "C", "H", "H", "H", "C", "C", "H", "H", "H", "C", "H", "H", "C", "H", "H", "C", "H", "C", "H", "H", "C", "O", "H", "H", "H", "C", "H", "C", "C", "C", "H", "H", "H", "H"],
  "coordinates": [[-2.277, 2.249, -3.548], [-0.368, -2.053, 0.005], [-3.843, 0.546, -2.789], [-0.390, -0.252, 2.073], [-1.026, 3.619, -1.533], [-4.817, 0.356, -3.222], [6.991, 1.126, 2.385], [-0.740, 2.035, 2.280], [4.599, 0.479, 0.023], [0.370, -0.056, 0.106], [1.810, -1.542, -0.585], [-1.314, 2.641, -3.911], [-1.429, 0.148, 1.075], [6.010, 1.052, 1.924], [1.344, -2.314, 1.466], [-1.055, 0.533, -4.923], [-2.043, 0.094, -4.719], [3.466, 1.059, 0.638], [-1.245, -2.419, 0.531], [-0.654, 3.062, 2.612], [-0.247, -1.241, 2.466], [2.169, 1.334, -0.082], [4.885, 1.557, 2.568], [-2.408, 2.114, 0.762], [2.774, 1.987, 2.458], [-3.416, -0.339, -2.262], [-0.006, 0.938, 2.785], [6.722, 0.178, 0.107], [4.508, 0.028, -0.967], [-0.381, -1.578, -1.342], [-2.573, -0.129, -5.634], [1.879, 2.388, 0.123], [3.639, 1.559, 1.945], [5.001, 2.031, 3.538], [0.996, -2.046, 0.471], [-2.249, -0.493, 0.762], [-2.730, 3.000, -2.853], [-0.365, 2.871, -1.177], [-0.047, 2.695, -0.035], [-1.251, -1.547, -2.014], [-3.903, 1.289, -1.975], [-1.825, -0.822, -4.132], [5.847, 0.511, 0.649], [0.701, 0.977, 3.602], [-2.837, 1.047, -3.847], [0.963, -1.254, -1.705], [-1.582, 1.577, 1.256], [2.243, 1.287, -1.200], [2.890, -1.434, -0.560], [1.269, -0.904, -2.697], [0.140, 2.376, -1.971]]
}

***

Entry 2:
{
  "formula": "C3H12N2S",
  "method": "the ωB97M-V functional and the def2-TZVPD basis",
  "orbital_gap_ev": 9.91,
  "spin_multiplicity": 1,
  "e_lumo_ev": 0.796,
  "elements": ["C", "H", "H", "H", "H", "C", "N", "S", "H", "H", "H", "H", "C", "H", "H", "N", "H", "H"],
  "coordinates": [[2.611, 0.312, -0.251], [0.831, 1.018, 1.182], [-1.627, 1.310, -1.501], [1.120, -1.085, 0.491], [-2.435, -1.328, -0.677], [-2.548, -0.260, -0.488], [-2.757, -0.084, 0.942], [1.867, 1.713, 0.701], [2.764, -1.342, 1.142], [2.374, 0.487, -1.293], [-2.981, 0.883, 1.145], [-1.907, -0.348, 1.427], [2.191, -1.060, 0.262], [-0.716, 0.675, -0.363], [3.681, 0.438, -0.107], [-1.392, 0.415, -1.073], [2.355, -1.825, -0.507], [-3.432, 0.080, -1.029]]
}

***

Short version: ΔE to the lowest compared entry with this formula, charge and spin = 0.000, 0.157 eV, in the order given.